Entry 1:
{
  "formula": "C29H50B2Cl3F13N6O8PS2",
  "method": "ωB97M-V/def2-TZVPD",
  "gap_ev": 3.51,
  "lumo_energy_ev": -5.555,
  "total_charge": 1,
  "e_above_lowest_kcal_mol": 164.3,
  "spin_multiplicity": 1,
  "elements": ["C", "C", "C", "S", "O", "O", "C", "F", "F", "C", "F", "F", "C", "F", "F", "C", "F", "F", "F", "N", "Cl", "C", "N", "B", "O", "O", "P", "O", "Cl", "N", "B", "O", "N", "C", "C", "C", "C", "C", "C", "C", "S", "O", "O", "Cl", "C", "F", "F", "C", "F", "F", "H", "H", "H", "H", "H", "H", "H", "H", "H", "H", "H", "H", "H", "H", "H", "H", "H", "H", "H", "H", "C", "C", "N", "C", "C", "C", "C", "H", "H", "H", "H", "H", "H", "H", "H", "H", "H", "H", "H", "H", "H", "H", "C", "C", "N", "C", "C", "C", "C", "H", "H", "H", "H", "H", "H", "H", "H", "H", "H", "H", "H", "H", "H", "H"],
  "xyz": [[-1.333, 4.206, 1.540], [-0.688, 3.092, 1.242], [0.042, 1.682, 0.831], [1.661, 2.417, 0.220], [2.589, 1.436, -0.442], [1.238, 3.577, -0.689], [2.659, 3.283, 1.581], [3.797, 2.394, 1.823], [1.964, 3.332, 2.848], [3.310, 4.684, 1.123], [4.001, 4.411, -0.134], [2.336, 5.755, 0.968], [4.452, 5.273, 2.102], [5.707, 4.539, 2.033], [4.783, 6.590, 1.565], [4.017, 5.519, 3.630], [4.869, 6.586, 4.133], [2.676, 5.964, 3.825], [4.290, 4.386, 4.493], [0.010, 1.037, 2.214], [1.546, 0.195, 2.385], [-1.210, 0.145, 2.235], [-1.626, -0.614, 3.265], [-0.958, -0.633, 4.646], [-1.127, 0.410, 5.629], [-0.164, -1.831, 4.916], [-3.040, -1.744, 3.153], [-3.483, -2.201, 4.745], [-2.422, -3.508, 2.089], [-1.820, 0.279, 0.876], [-3.237, 0.748, 0.776], [-3.632, 1.885, 1.628], [-4.305, 0.187, -0.118], [-5.619, 0.900, 0.072], [-4.503, -1.286, 0.098], [-0.801, 0.699, -0.185], [-0.222, -0.816, -0.438], [0.741, -1.062, -1.679], [1.628, -2.408, -1.349], [2.816, -2.144, -0.292], [4.329, -3.184, -0.739], [5.302, -2.267, -1.450], [3.986, -4.299, -1.728], [5.121, -4.130, 0.944], [-1.267, 1.331, -1.572], [-1.973, 2.611, -1.489], [-0.149, 1.718, -2.439], [-2.167, 0.369, -2.540], [-1.526, 0.122, -3.828], [-3.371, 1.129, -2.886], [-1.518, 5.344, 1.681], [-2.078, 0.706, 5.602], [0.575, -1.611, 5.540], [-4.250, -2.827, 4.717], [-3.546, 2.668, 1.009], [-5.596, 1.997, -0.286], [-6.451, 0.376, -0.553], [-5.990, 0.910, 1.167], [-5.073, -1.742, -0.806], [-5.022, -1.536, 1.093], [-3.441, -1.763, 0.131], [0.266, -1.297, 0.483], [-1.185, -1.456, -0.620], [0.083, -1.379, -2.590], [1.415, -0.203, -2.019], [1.959, -2.847, -2.358], [0.867, -3.140, -0.852], [2.492, -2.526, 0.754], [3.145, -1.048, -0.183], [-2.552, -0.585, -2.038], [-8.611, 8.258, -1.782], [-7.950, 7.152, -0.966], [-7.658, 5.940, -1.729], [-7.274, 4.809, -0.888], [-5.973, 4.925, -0.092], [-6.855, 6.116, -2.938], [-5.470, 6.739, -2.784], [-9.532, 7.903, -2.254], [-8.869, 9.095, -1.129], [-7.947, 8.645, -2.559], [-8.644, 6.898, -0.156], [-7.049, 7.558, -0.488], [-7.235, 3.900, -1.500], [-8.089, 4.628, -0.176], [-5.100, 4.792, -0.733], [-5.936, 4.133, 0.663], [-5.887, 5.878, 0.430], [-7.427, 6.729, -3.644], [-6.753, 5.152, -3.449], [-5.466, 7.598, -2.109], [-5.114, 7.092, -3.758], [-4.739, 6.012, -2.426], [7.050, -6.083, -1.232], [7.718, -7.342, -0.687], [6.803, -8.464, -0.492], [7.395, -9.564, 0.269], [8.575, -10.307, -0.358], [6.017, -8.867, -1.657], [6.777, -9.286, -2.913], [6.226, -5.764, -0.587], [7.778, -5.268, -1.275], [6.667, -6.229, -2.244], [8.157, -7.074, 0.282], [8.555, -7.609, -1.345], [6.614, -10.290, 0.522], [7.725, -9.164, 1.236], [8.247, -10.983, -1.149], [9.064, -10.923, 0.402], [9.328, -9.629, -0.762], [5.350, -8.039, -1.924], [5.334, -9.674, -1.372], [7.616, -8.625, -3.139], [6.104, -9.262, -3.776], [7.151, -10.308, -2.834]],
  "mulliken_charge": [-0.87, -1.23, 0.68, 1.46, -0.64, -0.58, 0.63, -0.26, -0.26, 0.67, -0.23, -0.24, 0.45, -0.23, -0.26, 0.63, -0.24, -0.20, -0.22, -0.04, 0.10, -0.68, 0.12, 0.74, -0.52, -0.52, 0.32, -0.49, -0.19, 1.11, 0.38, -0.89, 0.13, -0.70, -0.68, 0.70, -1.17, -0.45, -1.07, -0.36, 1.18, -0.56, -0.57, -0.20, 1.23, -0.29, -0.30, 0.40, -0.29, -0.27, 0.43, 0.34, 0.34, 0.37, 0.13, 0.06, 0.37, 0.23, 0.31, 0.24, 0.16, 0.34, 0.31, 0.42, 0.27, 0.57, 0.26, 0.42, 0.13, 0.06, -1.42, -0.28, 0.15, -0.94, -0.70, -0.68, -0.77, 0.33, 0.43, 0.30, 0.42, 0.24, 0.39, 0.38, 0.08, 0.36, 0.39, 0.37, 0.31, 0.23, 0.38, 0.11, -1.25, -0.43, 0.12, -0.68, -0.96, -0.64, -0.98, 0.11, 0.52, 0.28, 0.46, 0.24, 0.35, 0.39, 0.22, 0.40, 0.27, 0.31, 0.36, 0.25, 0.37, 0.28]
}


Entry 2:
{
  "formula": "C29H50BBiN8O6P2Se4",
  "method": "ωB97M-V/def2-TZVPD",
  "gap_ev": [7.40, 5.01],
  "s2": 0.758,
  "lumo_energy_ev": [-2.704, -5.009],
  "total_charge": 1,
  "spin_multiplicity": 2,
  "elements": ["Bi", "C", "C", "C", "C", "N", "N", "B", "N", "C", "C", "C", "C", "N", "N", "C", "C", "C", "C", "N", "N", "C", "C", "C", "C", "N", "H", "H", "H", "H", "H", "H", "H", "H", "H", "H", "H", "H", "H", "H", "H", "H", "H", "H", "H", "H", "Se", "Se", "Se", "Se", "C", "C", "C", "O", "P", "O", "C", "P", "O", "O", "C", "C", "C", "O", "C", "C", "C", "O", "C", "C", "C", "H", "H", "H", "H", "H", "H", "H", "H", "H", "H", "H", "H", "H", "H", "H", "H", "H", "H", "H", "H", "H", "H", "H", "H", "H", "H", "H", "H", "H", "H"],
  "xyz": [[1.484, 1.741, 0.517], [3.041, -1.972, 0.799], [2.392, -1.496, -0.450], [1.986, -2.265, -1.541], [1.524, -1.358, -2.470], [1.657, -0.128, -1.961], [2.187, -0.208, -0.733], [1.472, 1.215, -2.717], [2.647, 2.147, -2.352], [3.437, 2.792, -3.216], [4.297, 3.600, -2.505], [3.958, 3.410, -1.166], [4.659, 4.058, -0.032], [2.947, 2.531, -1.092], [0.215, 1.982, -2.312], [-0.928, 2.178, -2.976], [-1.705, 3.058, -2.252], [-0.963, 3.353, -1.111], [-1.342, 4.268, -0.009], [0.205, 2.706, -1.175], [1.490, 0.852, -4.184], [2.548, 0.323, -4.857], [2.089, -0.179, -6.048], [0.701, 0.063, -6.027], [-0.325, -0.310, -7.038], [0.368, 0.671, -4.904], [2.893, -3.044, 0.912], [2.662, -1.460, 1.683], [4.115, -1.786, 0.740], [2.048, -3.328, -1.636], [1.103, -1.527, -3.439], [3.338, 2.652, -4.271], [5.067, 4.238, -2.885], [5.192, 4.928, -0.405], [5.390, 3.372, 0.400], [3.976, 4.383, 0.748], [-1.082, 1.692, -3.918], [-2.668, 3.448, -2.512], [-2.294, 4.738, -0.239], [-0.590, 5.050, 0.113], [-1.433, 3.731, 0.935], [3.533, 0.316, -4.433], [2.655, -0.644, -6.829], [0.148, -0.643, -7.957], [-0.970, 0.539, -7.249], [-0.951, -1.118, -6.658], [4.040, 1.108, 1.683], [4.582, 2.678, 3.259], [2.556, 3.784, 3.758], [1.515, 4.183, 1.752], [-2.913, -2.726, -2.453], [-1.570, -2.953, -1.775], [-1.658, -4.015, -0.692], [-1.055, -1.706, -1.286], [-1.299, -0.893, 0.049], [-0.751, 0.454, -0.155], [-0.474, -1.772, 1.418], [-0.402, -0.613, 2.821], [-0.071, 0.795, 2.552], [-1.777, -0.697, 3.602], [-2.214, -1.918, 4.239], [-3.408, -2.502, 3.497], [-2.587, -1.592, 5.679], [0.696, -1.378, 3.700], [1.082, -0.758, 4.945], [2.310, 0.106, 4.718], [1.337, -1.862, 5.960], [-2.844, -0.926, 0.433], [-3.624, 0.283, 0.259], [-3.877, 0.541, -1.217], [-4.914, 0.109, 1.042], [-3.212, -3.625, -2.983], [-2.833, -1.905, -3.161], [-3.669, -2.487, -1.709], [-0.823, -3.253, -2.521], [-2.405, -3.727, 0.045], [-0.690, -4.154, -0.214], [-1.961, -4.960, -1.137], [0.535, -2.008, 1.093], [-0.983, -2.685, 1.711], [-1.379, -2.632, 4.223], [-4.284, -1.879, 3.655], [-3.616, -3.497, 3.881], [-3.222, -2.559, 2.429], [-3.425, -0.900, 5.693], [-1.753, -1.131, 6.199], [-2.873, -2.500, 6.206], [0.254, -0.114, 5.271], [3.114, -0.480, 4.279], [2.654, 0.529, 5.659], [2.044, 0.915, 4.041], [2.130, -2.512, 5.600], [0.444, -2.460, 6.125], [1.641, -1.426, 6.909], [-3.036, 1.111, 0.670], [-4.515, -0.230, -1.638], [-2.931, 0.554, -1.754], [-4.367, 1.502, -1.338], [-5.475, -0.742, 0.662], [-5.528, 1.000, 0.939], [-4.694, -0.050, 2.093]],
  "mulliken_charge": [1.89, -1.34, 0.21, -1.34, -0.33, 1.45, -0.46, 0.22, 0.92, -0.15, -1.73, 0.62, -1.33, 0.01, 1.35, -0.06, -1.57, 0.87, -1.85, -0.96, 0.42, -0.50, -1.33, 0.63, -1.34, -0.94, 0.42, 0.14, 0.31, 0.56, 0.52, 0.68, 0.51, 0.39, 0.14, 0.14, 0.65, 0.58, 0.43, 0.34, 0.31, 0.68, 0.46, 0.38, 0.33, 0.25, -0.04, -0.07, -0.08, -0.32, -1.30, 0.63, -1.43, -0.31, -0.90, 0.45, -0.06, 0.37, -1.24, -0.24, 0.83, -1.31, -1.66, -0.26, 0.62, -0.90, -1.71, 0.06, 1.21, -1.07, -1.49, 0.55, 0.31, 0.11, 0.39, 0.25, 0.27, 0.53, -0.22, 0.96, 0.34, 0.34, 0.41, 0.24, 0.40, 0.37, 0.39, 0.40, 0.29, 0.54, -0.13, 0.37, 0.38, 0.41, -0.09, 0.39, -0.04, 0.47, 0.35, 0.43, 0.21]
}